# 1
{"formula": "C19H56N8O9", "method": "wB97M-V/def2-TZVPD", "species": ["C", "O", "N", "N", "H", "H", "H", "H", "C", "O", "N", "N", "H", "H", "H", "H", "C", "O", "N", "N", "H", "H", "H", "H", "C", "O", "N", "N", "H", "H", "H", "H", "C", "C", "C", "O", "H", "H", "H", "H", "H", "H", "H", "H", "C", "C", "C", "O", "H", "H", "H", "H", "H", "H", "H", "H", "C", "C", "C", "O", "H", "H", "H", "H", "H", "H", "H", "H", "C", "C", "C", "O", "H", "H", "H", "H", "H", "H", "H", "H", "C", "C", "C", "O", "H", "H", "H", "H", "H", "H", "H", "H"], "coordinates": [[0.588, -4.101, -1.626], [0.108, -3.046, -2.098], [-0.077, -5.333, -1.696], [1.876, -4.145, -0.985], [0.291, -5.970, -0.981], [-1.048, -5.165, -1.605], [2.260, -3.265, -0.627], [2.253, -5.063, -0.637], [4.627, 1.921, 0.350], [5.542, 2.198, 1.134], [4.023, 0.785, 0.360], [4.236, 2.784, -0.564], [4.357, 0.144, 1.062], [3.399, 0.484, -0.371], [4.841, 3.608, -0.774], [3.429, 2.668, -1.129], [-1.374, -5.092, 1.574], [-0.750, -6.154, 1.617], [-2.732, -4.974, 1.757], [-0.793, -3.914, 1.232], [-3.281, -5.816, 1.864], [-3.157, -4.020, 1.772], [0.227, -3.868, 1.338], [-1.219, -3.081, 1.543], [-3.301, -1.379, 0.039], [-3.238, -1.945, 1.131], [-2.665, -1.923, -1.032], [-4.093, -0.229, -0.233], [-1.920, -2.619, -0.876], [-2.734, -1.673, -1.985], [-3.633, 0.444, -0.821], [-4.583, 0.162, 0.573], [-3.787, 4.881, -1.146], [-3.316, 3.421, -1.509], [-4.562, 2.694, -2.130], [-2.254, 3.547, -2.445], [-4.028, 5.310, -2.105], [-2.972, 5.489, -0.672], [-4.684, 4.724, -0.464], [-2.978, 2.973, -0.569], [-5.383, 2.603, -1.443], [-4.400, 1.655, -2.483], [-4.842, 3.248, -3.000], [-2.191, 2.794, -3.064], [-1.759, 2.751, 3.637], [-0.247, 2.471, 3.677], [0.681, 3.516, 2.924], [0.106, 2.546, 5.037], [-2.147, 2.995, 2.679], [-1.725, 3.744, 4.152], [-2.388, 2.053, 4.214], [0.072, 1.484, 3.407], [0.543, 4.531, 3.347], [0.465, 3.613, 1.858], [1.710, 3.212, 3.040], [0.154, 3.464, 5.285], [2.743, -2.731, 3.904], [2.855, -1.502, 2.964], [2.448, -0.208, 3.661], [4.202, -1.411, 2.479], [1.686, -2.984, 4.032], [3.115, -2.504, 4.908], [3.345, -3.486, 3.488], [2.235, -1.844, 2.110], [2.941, -0.043, 4.600], [1.364, -0.335, 3.860], [2.584, 0.697, 3.031], [4.708, -1.116, 3.234], [0.318, 0.930, -4.853], [0.585, -0.500, -4.625], [1.548, -1.054, -5.654], [1.228, -0.678, -3.367], [-0.030, 1.031, -5.884], [1.222, 1.536, -4.778], [-0.410, 1.346, -4.167], [-0.240, -1.187, -4.707], [1.693, -2.132, -5.560], [2.524, -0.590, -5.463], [1.227, -0.814, -6.684], [1.258, -1.615, -3.191], [-0.795, 1.482, -0.390], [0.714, 1.148, -0.289], [0.756, -0.279, -0.016], [1.460, 1.492, -1.450], [-0.985, 2.428, -0.888], [-1.252, 1.447, 0.603], [-1.252, 0.682, -1.022], [1.232, 1.619, 0.574], [1.781, -0.670, 0.125], [0.285, -0.812, -0.851], [0.193, -0.417, 0.907], [1.188, 0.932, -2.181]], "max_force_ev_per_a": 4.2, "smiles": "NC(N)=O.NC(N)=O.NC(N)=O.NC(N)=O.CC(C)O.CC(C)O.CC(C)O.CC(C)O.CC(C)O", "molar_mass_g_mol": 540.704, "gap_ev": 9.15, "e_homo_ev": -8.9, "de_lowest_ev": 0.412, "multiplicity": 1, "energy_ha": -1872.84674}

---

# 2
{"formula": "C19H58N18O14Zn", "method": "wB97M-V/def2-TZVPD", "species": ["Zn", "C", "O", "O", "O", "C", "O", "N", "N", "H", "H", "H", "H", "C", "O", "N", "N", "H", "H", "H", "H", "C", "O", "N", "N", "H", "H", "H", "H", "C", "O", "N", "N", "H", "H", "H", "H", "C", "O", "N", "N", "H", "H", "H", "H", "C", "O", "N", "N", "H", "H", "H", "H", "C", "O", "N", "N", "H", "H", "H", "H", "C", "O", "N", "N", "H", "H", "H", "H", "C", "O", "C", "C", "N", "C", "C", "O", "C", "H", "H", "H", "H", "H", "H", "H", "H", "H", "H", "H", "H", "H", "H", "H", "C", "C", "C", "O", "C", "N", "H", "H", "H", "H", "H", "H", "H", "H", "H", "H", "H"], "coordinates": [[-1.738, -0.433, -1.329], [-1.605, -0.554, 2.309], [-2.579, -0.152, 1.626], [-0.610, -0.638, 1.583], [-1.644, -0.851, 3.541], [-7.290, -2.738, 0.059], [-8.223, -2.893, -0.769], [-6.820, -1.577, 0.450], [-6.685, -3.731, 0.748], [-7.163, -0.790, -0.082], [-5.914, -1.427, 0.870], [-6.778, -4.688, 0.437], [-5.957, -3.429, 1.380], [-6.437, 4.013, -0.002], [-6.585, 3.155, -0.794], [-7.055, 5.150, -0.121], [-5.594, 3.964, 0.954], [-7.143, 5.738, 0.696], [-7.726, 5.246, -0.870], [-5.687, 4.664, 1.676], [-5.132, 3.082, 1.125], [1.428, -2.475, -4.098], [0.903, -1.714, -3.303], [2.709, -2.561, -4.324], [0.767, -3.153, -4.960], [3.330, -2.120, -3.661], [3.039, -3.110, -5.105], [1.196, -3.746, -5.655], [-0.217, -2.945, -5.050], [-4.916, -4.233, 5.582], [-5.778, -5.049, 5.854], [-5.029, -2.972, 5.354], [-3.731, -4.715, 5.244], [-4.207, -2.624, 4.882], [-5.896, -2.482, 5.524], [-3.071, -3.966, 5.089], [-3.595, -5.686, 5.002], [1.659, 0.643, 7.147], [2.453, 0.717, 8.106], [1.921, 0.730, 5.904], [0.371, 0.600, 7.271], [1.279, 0.414, 5.191], [2.912, 0.632, 5.732], [-0.133, 0.350, 6.432], [-0.129, 0.706, 8.142], [2.487, -4.224, 3.377], [3.427, -4.941, 3.606], [2.215, -3.866, 2.152], [1.738, -3.728, 4.341], [1.710, -2.992, 2.098], [2.917, -4.166, 1.491], [1.120, -2.972, 4.081], [2.033, -3.874, 5.296], [-2.355, -5.154, -0.876], [-2.429, -3.981, -1.087], [-2.908, -6.056, -1.546], [-1.766, -5.634, 0.183], [-3.506, -5.745, -2.299], [-2.768, -7.008, -1.239], [-1.230, -5.089, 0.844], [-1.934, -6.606, 0.399], [-5.516, 3.147, 6.506], [-6.296, 2.637, 5.777], [-5.802, 4.058, 7.376], [-4.401, 2.602, 6.760], [-5.273, 4.555, 8.079], [-6.772, 4.340, 7.382], [-4.067, 2.000, 6.021], [-3.803, 2.958, 7.491], [11.733, 4.674, -5.079], [11.073, 3.483, -4.719], [9.861, 3.175, -5.514], [9.474, 1.707, -5.428], [9.013, 1.343, -4.066], [8.524, -0.050, -3.926], [7.846, -0.106, -2.546], [6.559, 0.500, -2.633], [5.828, 0.542, -1.385], [12.335, 4.638, -5.987], [12.391, 4.883, -4.234], [11.105, 5.561, -5.157], [10.138, 3.369, -6.550], [9.016, 3.817, -5.267], [10.266, 1.059, -5.803], [8.794, 1.579, -6.270], [8.229, 1.920, -3.796], [9.248, -0.864, -3.962], [7.681, -0.232, -4.593], [8.528, 0.269, -1.783], [7.661, -1.171, -2.408], [6.167, 1.450, -0.886], [6.038, -0.319, -0.751], [4.770, 0.777, -1.508], [-3.723, 2.639, -4.976], [-2.756, 2.151, -4.028], [-2.107, 3.203, -3.139], [-1.232, 2.499, -2.276], [-0.638, 3.416, -1.393], [-3.383, 1.058, -3.244], [-4.056, 1.823, -5.618], [-3.292, 3.532, -5.429], [-4.690, 2.935, -4.570], [-1.940, 1.688, -4.583], [-2.918, 3.663, -2.574], [-1.690, 3.996, -3.759], [-0.329, 4.367, -1.827], [0.215, 2.964, -0.885], [-1.417, 3.559, -0.645], [-4.237, 1.450, -2.873], [-3.803, 0.447, -3.930]], "max_force_ev_per_a": 7.0, "molar_mass_g_mol": 828.175, "gap_ev": 3.27, "e_homo_ev": -7.3, "multiplicity": 1, "energy_ha": -4576.86248}